Entry from the OMol25 dataset: C4H5NO2 in the gas phase in a non-equilibrium geometry (ωB97M-V with the def2-TZVPD basis set).

Values from the calculation:
* multiplicity: 1
* LUMO level (alpha / beta): 0.30 / 0.16 eV
* HOMO level (alpha / beta): -0.276 / -0.282 Eh
* HOMO-LUMO gap (alpha / beta): 7.807 / 7.825 eV
* M: 99.1 g/mol

```
12
C4H5NO2, DFT ωB97M-V with the def2-TZVPD basis set
C 0.103 -1.798 0.123
C 1.321 -1.143 0.335
C 0.344 0.706 -0.308
C -0.447 1.925 -0.181
N -0.848 -1.082 -0.347
O -2.005 -1.168 -0.776
O 1.372 0.155 0.180
H 0.044 -2.748 0.569
H 2.121 -1.573 0.999
H 0.105 2.836 -0.641
H -1.382 1.580 -0.698
H -0.728 2.309 0.744
```

These are the Löwdin partial charges, in e, on atoms 1 to 8: -0.119 -0.135 -0.079 -0.056 -0.138 -0.039 0.045 0.113

Entry from the OMol25 dataset: 2 unconnected molecules or ions with the total composition C3H4O2 in a non-equilibrium geometry (ωB97M-V with the def2-TZVPD basis set).

Values from the calculation:
* multiplicity: 1
* LUMO level (alpha / beta): -0.19 / -0.19 eV
* HOMO level (alpha / beta): -0.351 / -0.351 Eh
* HOMO-LUMO gap (alpha / beta): 9.367 / 9.366 eV
* M: 72.1 g/mol

```
9
C3H4O2, DFT ωB97M-V with the def2-TZVPD basis set
O 2.477 -0.889 -0.988
C 1.580 -0.459 -0.422
C -0.170 0.867 0.184
C -0.714 -0.462 0.300
O -0.264 -1.315 -0.564
H -0.068 1.268 -0.820
H -0.230 1.590 0.999
H -1.669 0.186 -0.019
H -0.941 -0.785 1.331
```

These are the Löwdin partial charges, in e, on atoms 1 to 8: 0.125 -0.003 0.077 -0.559 -0.135 0.084 0.091 0.188

Entry from the OMol25 dataset: a molecular structure, C27H36N5O2ReTe (ωB97M-V with the def2-TZVPD basis set).

Values from the calculation:
* multiplicity: 4
* LUMO level (alpha / beta): -10.16 / -10.68 eV
* HOMO level (alpha / beta): -0.604 / -0.624 Eh
* HOMO-LUMO gap (alpha / beta): 6.262 / 6.296 eV
* charge: +3
* M: 776.4 g/mol

```
72
C27H36N5O2ReTe, DFT ωB97M-V with the def2-TZVPD basis set
Re -0.859 -0.343 0.176
C 0.673 0.658 -3.108
C 0.546 1.977 -2.392
C 1.408 3.028 -2.691
C 1.266 4.265 -2.065
C 0.244 4.464 -1.149
C -0.670 3.447 -0.859
C -1.866 3.757 -0.005
C -0.488 2.202 -1.468
N -1.355 1.093 -1.169
C -2.387 0.821 -2.068
O -2.796 1.569 -2.911
C -2.859 -0.614 -1.946
C -3.779 -1.245 -2.761
C -3.916 -2.628 -2.650
C -3.093 -3.361 -1.787
C -2.199 -2.666 -1.006
N -2.151 -1.328 -1.062
C -1.080 -3.239 -0.166
O -0.892 -4.399 0.019
N -0.260 -2.188 0.340
C 1.045 -2.476 0.878
C 2.072 -2.813 -0.014
C 1.807 -3.041 -1.476
C 3.352 -2.970 0.506
C 3.599 -2.803 1.862
C 2.559 -2.496 2.730
C 1.262 -2.337 2.254
C 0.125 -2.092 3.210
H 1.518 0.666 -3.793
H -0.221 0.452 -3.699
H 0.809 -0.183 -2.419
H 2.166 2.892 -3.454
H 1.921 5.087 -2.329
H 0.105 5.440 -0.701
H -1.638 4.508 0.750
H -2.274 2.872 0.480
H -2.664 4.158 -0.634
H -4.342 -0.664 -3.479
H -4.630 -3.148 -3.276
H -3.119 -4.442 -1.747
H 1.160 -2.277 -1.914
H 1.318 -4.006 -1.624
H 2.738 -3.060 -2.039
H 4.161 -3.246 -0.158
H 4.599 -2.942 2.249
H 2.748 -2.418 3.793
H 0.483 -2.070 4.237
H -0.621 -2.886 3.132
H -0.390 -1.142 3.018
N 3.353 2.779 -0.094
C 3.178 1.699 0.946
C 2.160 0.631 0.550
N 0.775 0.890 1.054
H 3.887 3.567 0.287
H 2.469 3.159 -0.479
H 3.880 2.431 -0.899
H 2.906 2.192 1.879
H 4.158 1.247 1.086
H 2.477 -0.324 0.969
H 2.116 0.508 -0.534
H 0.497 1.851 0.834
H 0.787 0.807 2.071
C -3.512 -1.310 2.587
Te -3.018 0.527 1.639
C -2.188 1.460 3.358
H -4.398 -1.120 3.189
H -2.686 -1.646 3.205
H -3.746 -2.038 1.813
H -1.447 0.814 3.821
H -3.017 1.626 4.043
H -1.767 2.418 3.063
```

These are the Löwdin partial charges, in e, on atoms 1 to 8: 1.445 -0.009 -0.213 -0.046 -0.075 -0.022 -0.211 -0.017

Entry from the OMol25 dataset: 2 unconnected molecules or ions with the total composition C3H10NO (ωB97M-V with the def2-TZVPD basis set).

Values from the calculation:
* multiplicity: 1
* LUMO level: 3.97 eV
* HOMO level: -0.087 Eh
* HOMO-LUMO gap: 6.333 eV
* charge: -1
* M: 76.1 g/mol

```
15
C3H10NO, DFT ωB97M-V with the def2-TZVPD basis set
C -2.006 2.263 -0.320
C -0.516 1.916 -0.466
H -2.513 1.526 0.300
H -2.505 2.234 -1.293
H -2.153 3.259 0.096
H -0.334 1.252 -1.305
H 0.094 2.816 -0.542
H -0.190 1.343 0.400
N -0.248 -1.371 0.555
C 1.205 -1.097 0.164
O 1.976 -2.173 0.123
H -0.170 -1.779 1.485
H -0.440 -2.187 -0.027
H 1.128 -0.566 -0.815
H 1.518 -0.320 0.915
```

These are the Löwdin partial charges, in e, on atoms 1 to 8: -0.179 -0.180 0.053 0.049 0.046 0.050 0.053 0.035